12
Properties=species:S:1:pos:R:3 method="wB97M-V/def2-TZVPD" relative_energy_ev=5.3842 homo_lumo_gap_ev=10.32 homo_energy_ev=-10.0052 lumo_energy_ev=0.3 charge=0 energy_ha=-715.8532
C 1.4519 -0.8220 -0.1588
C -0.2672 -0.8557 -0.4802
C -0.8591 0.3555 0.3843
C -1.1193 1.6292 0.2038
H 1.5460 -1.2233 0.9822
H 1.8975 -1.7019 -0.6353
H 1.8251 0.2522 -0.5553
H -0.6493 -2.1818 0.1405
H -0.5377 -0.8792 -1.8440
H -1.3351 0.0680 1.4905
F -1.2569 2.4489 1.4943
Cl -0.6961 2.9101 -1.0220